Here is a structure of composition C13H36O6 at a distorted geometry from the Open Molecules 2025 dataset. Energies are from ωB97M-V with the def2-TZVPD basis set.

Structure (XYZ):
```
55
Properties=species:S:1:pos:R:3
C -0.1223 -2.5615 0.2154
C -0.7584 -3.3671 1.3314
C 0.4000 -4.1677 1.9570
O 1.5532 -3.8475 1.2596
C 1.3870 -2.6305 0.6767
H -0.5142 -1.5453 0.1723
H -0.2045 -3.0059 -0.7765
H -1.4882 -4.0789 0.9454
H -1.3358 -2.8485 2.0967
H 0.1877 -5.2342 1.8826
H 0.5425 -3.9434 3.0141
H 2.1717 -2.6316 -0.0799
H 1.6843 -1.9280 1.4553
O -3.7178 2.5302 0.4437
H -3.0062 2.1305 -0.0563
H -3.6268 3.4693 0.2820
O -2.1866 1.6294 2.1342
H -2.0563 2.4288 1.6240
H -2.6788 1.0507 1.5520
C 1.4013 -0.3661 -2.1601
C 2.0883 -0.7896 -0.8579
C 3.2594 0.0879 -0.3759
O 1.0516 -0.6612 0.1284
H 0.8404 0.5669 -2.1051
H 0.7371 -1.1392 -2.5465
H 2.1566 -0.2609 -2.9388
H 2.4104 -1.8264 -0.9542
H 3.8847 0.4454 -1.1940
H 3.9587 -0.2912 0.3694
H 2.9000 1.0489 -0.0082
H 0.3845 -0.0045 -0.0843
C -0.1204 3.0923 1.5599
C 0.1581 3.2307 0.0014
C 1.2999 2.3266 -0.3990
O -0.9224 2.6312 -0.6509
H 0.7221 3.2187 2.2399
H -0.3926 2.0789 1.8549
H -0.8018 3.8644 1.9169
H 0.2254 4.2968 -0.2156
H 1.5634 2.3813 -1.4552
H 1.1957 1.2556 -0.2250
H 2.2531 2.5357 0.0865
H -0.7763 2.7119 -1.5963
C -0.7091 -1.2503 -1.5470
C -1.2289 0.1388 -1.1731
C -2.2105 0.1687 -0.1199
O -0.1697 0.8700 -0.8757
H -0.3055 -1.8015 -0.6976
H 0.1598 -1.2248 -2.2047
H -1.5940 -1.7027 -1.9945
H -1.7049 0.6864 -1.9866
H -3.0099 -0.5347 -0.3529
H -2.6624 1.1477 0.0393
H -1.8602 -0.0936 0.8784
H -0.4121 1.7131 -0.4858
```

Lowest unoccupied orbital energy (Eh): -0.001
Total energy (eV): -26325.2892



Here is a structure of composition C13H37FHfN3O4 at a distorted geometry from the Open Molecules 2025 dataset. Energies are from ωB97M-V with the def2-TZVPD basis set.

Structure (XYZ):
```
59
Properties=species:S:1:pos:R:3
Hf 0.9699 1.2299 1.0600
F -0.3090 0.2322 0.1100
C -1.2135 -2.4536 0.4213
O -1.0283 -3.0534 1.6822
H -1.0343 -1.3804 0.4866
H -0.5814 -2.9592 -0.3087
H -2.2602 -2.5756 0.1429
H -0.8800 -4.0001 1.6249
C 2.6645 0.1011 4.5459
C 2.0201 0.0487 3.1693
C 0.5385 -0.3638 3.2506
O -0.1534 0.0322 2.0950
C -1.5576 -0.3586 2.1940
N 2.1354 1.3918 2.5265
H 2.2639 0.8509 5.2282
H 3.7450 0.1434 4.4088
H 2.3836 -0.8405 5.0178
H 2.5918 -0.7309 2.6659
H 0.1808 0.0632 4.1876
H 0.5076 -1.4514 3.3148
H -2.1688 -0.0081 1.3624
H -2.1128 -0.1620 3.1112
H -1.6170 -1.4467 2.1703
H 1.9504 2.0005 3.3109
H 3.1243 1.5877 2.4655
C 1.9267 2.2337 -2.8263
C 1.4896 2.3614 -1.3244
C -0.0398 2.4809 -1.0983
O -0.3148 2.6187 0.2900
C -1.5368 3.3399 0.4305
N 1.9553 1.2025 -0.6112
H 2.9933 2.0337 -2.9277
H 1.7470 3.2201 -3.2537
H 1.4541 1.3853 -3.3213
H 1.9915 3.2087 -0.8572
H -0.4916 1.5578 -1.4616
H -0.3842 3.3417 -1.6715
H -2.3909 2.8494 -0.0366
H -1.5059 4.3665 0.0656
H -1.8029 3.3549 1.4874
H 2.9385 1.3745 -0.7658
H 1.7909 0.4416 -1.2546
C -2.7541 -1.1745 -3.1401
C -2.0576 -1.0502 -1.7665
C -0.6155 -1.5164 -1.9533
O -0.5223 -2.9607 -2.1616
C 0.4701 -3.5071 -3.0087
N -2.1037 0.3229 -1.3315
H -2.7615 -2.1948 -3.5235
H -2.3166 -0.4715 -3.8489
H -3.8201 -0.9677 -3.0449
H -2.6063 -1.6855 -1.0712
H -0.0217 -1.2777 -1.0709
H -0.1469 -0.9837 -2.7807
H 1.4555 -3.1877 -2.6694
H 0.3549 -3.1737 -4.0401
H 0.5350 -4.5952 -3.0068
H -1.6706 0.8445 -2.0802
H -1.3979 0.3105 -0.6092
```

Lowest unoccupied orbital energy (Eh): -0.429
Charge: +3
Total energy (eV): -30730.0545



Here is a structure of composition C13H38AsCuN5Si3 from the Open Molecules 2025 dataset. Energies are from ωB97M-V with the def2-TZVPD basis set.

Structure (XYZ):
```
61
Properties=species:S:1:pos:R:3
Cu -0.6764 -0.8368 0.0627
C -4.7614 -4.3313 0.7374
N -3.5660 -3.9680 -0.0195
C -2.8348 -5.0400 -0.6812
C -2.9570 -2.7632 0.1478
N -1.7493 -2.4933 -0.2062
N -3.7818 -1.7992 0.7257
C -3.5035 -0.4822 1.0794
N -4.6170 0.2008 1.4570
N -2.3147 -0.0076 1.0658
H -4.9559 -5.3877 0.5814
H -5.6496 -3.7956 0.3891
H -4.6333 -4.1709 1.8102
H -3.5493 -5.7752 -1.0416
H -2.1257 -5.5347 -0.0112
H -2.3022 -4.6599 -1.5513
H -1.2494 -3.2910 -0.5671
H -4.7370 -2.0788 0.8532
H -5.5417 -0.1817 1.3871
H -4.5362 1.1672 1.7154
H -2.2659 0.9660 1.3416
C 3.8566 -1.3278 0.2107
Si 3.2376 -0.0366 -0.9795
C 2.9145 -0.7723 -2.6592
C 4.4861 1.3298 -1.1263
As 1.1227 0.6322 -0.1592
Si 1.5201 1.5233 1.9944
C 1.6872 0.0221 3.0809
C 0.0537 2.5126 2.5825
C 3.0453 2.5890 2.0103
Si 0.3438 2.2771 -1.6682
C 1.6873 3.4715 -2.1435
C -0.2823 1.2995 -3.1233
C -1.0993 3.1953 -0.9242
H 4.7176 -1.8491 -0.2172
H 3.0826 -2.0664 0.4312
H 4.1752 -0.8744 1.1525
H 3.8004 -1.3108 -3.0077
H 2.6862 0.0048 -3.3928
H 2.0761 -1.4720 -2.6297
H 5.4104 0.8926 -1.5173
H 4.7151 1.7927 -0.1663
H 4.1700 2.1143 -1.8147
H 0.7881 -0.5925 2.9850
H 1.8007 0.3021 4.1315
H 2.5435 -0.5924 2.7967
H -0.8362 1.8814 2.6704
H -0.1751 3.3578 1.9320
H 0.2757 2.9095 3.5776
H 3.9542 1.9847 1.9671
H 3.0816 3.1849 2.9262
H 3.0542 3.2749 1.1594
H 2.3980 3.0121 -2.8341
H 2.2407 3.8125 -1.2649
H 1.2592 4.3488 -2.6361
H 0.5165 0.7371 -3.6103
H -0.7468 1.9493 -3.8699
H -1.0316 0.5819 -2.7782
H -0.8263 3.7551 -0.0284
H -1.9066 2.5011 -0.6755
H -1.4886 3.9075 -1.6576
```

Lowest unoccupied orbital energy (Eh): -0.079
Charge: +1
Total energy (eV): -150659.5542



Here is a cluster of 5 separate species, C13H38BO9PS in total from the Open Molecules 2025 dataset. Energies are from ωB97M-V with the def2-TZVPD basis set.

Structure (XYZ):
```
63
Properties=species:S:1:pos:R:3
C 1.8351 -4.4427 4.6955
O 1.5663 -3.2095 5.3466
B 1.2372 -2.0962 4.6161
O 0.0192 -1.4813 4.7865
P 2.6098 -1.3637 3.4290
C 2.0918 0.3470 2.9646
C 2.4396 0.7240 1.5199
C 1.5779 0.0735 0.4263
C 2.2653 -1.1032 -0.2815
S 1.1518 -2.3526 -0.8485
O 1.9031 -3.5054 -1.2447
O 0.1904 -1.7461 -1.7116
O 0.3350 -2.7609 0.4705
H 2.7452 -4.3813 4.0895
H 0.9988 -4.7519 4.0628
H 1.9795 -5.1976 5.4654
H -0.7340 -1.9307 4.4019
H 2.1769 -2.0987 2.2976
H 1.0407 0.5547 3.1772
H 2.6843 0.9825 3.6280
H 3.4977 0.4950 1.3489
H 2.3396 1.8082 1.4351
H 0.5961 -0.2121 0.8093
H 1.4001 0.8247 -0.3414
H 3.0216 -1.5995 0.3275
H 2.7503 -0.7869 -1.2089
H 0.7988 -3.4985 0.8901
C 6.5323 0.4431 -0.4814
C 6.9400 1.1353 0.8053
O 6.3170 0.5633 1.9488
H 5.4491 0.4817 -0.6061
H 6.9976 0.9206 -1.3451
H 6.8368 -0.6063 -0.4721
H 6.6240 2.1783 0.7944
H 8.0297 1.1195 0.9164
H 6.5823 -0.3600 2.0088
C -1.5244 2.6583 -1.9985
C -0.1877 3.3309 -2.2367
O 0.8933 2.4412 -1.9656
H -1.5987 2.2957 -0.9741
H -2.3506 3.3479 -2.1827
H -1.6455 1.7995 -2.6646
H -0.0501 4.1737 -1.5596
H -0.1165 3.7104 -3.2617
H 0.8007 1.6823 -2.5519
C -6.0196 1.2904 0.0832
C -4.6636 1.9347 -0.1202
O -3.5962 1.0285 0.1408
H -6.1224 0.9283 1.1070
H -6.8238 2.0008 -0.1169
H -6.1232 0.4496 -0.6032
H -4.5086 2.7739 0.5584
H -4.5843 2.3185 -1.1450
H -3.7018 0.2770 -0.4520
C -6.0496 -0.2948 -5.1363
C -5.6375 0.2585 -3.7870
O -6.2576 -0.4289 -2.7033
H -7.1323 -0.2460 -5.2531
H -5.5845 0.2717 -5.9442
H -5.7424 -1.3383 -5.2378
H -5.9520 1.2973 -3.6846
H -4.5470 0.2286 -3.6820
H -6.0009 -1.3559 -2.7492
```

SMILES: COB(O)PCCCCS(=O)(=O)O.CCO.CCO.CCO.CCO
Lowest unoccupied orbital energy (Eh): 0.010
Total energy (eV): -53325.2293



Here is a structure of composition C13H38FeNO6P2Si3 at a distorted geometry from the Open Molecules 2025 dataset. Energies are from ωB97M-V with the def2-TZVPD basis set.

Structure (XYZ):
```
64
Properties=species:S:1:pos:R:3
Fe -0.8379 -0.0972 -0.3327
N -4.3436 0.8084 1.3699
C -3.4776 0.0462 2.3044
C -4.2008 -0.2509 3.5902
P -3.0017 -1.4688 1.3317
O -1.4355 -1.6816 1.7364
O -3.8067 -2.6409 1.7015
O -2.9763 -0.9187 -0.0776
P -2.1040 1.3006 2.5037
O -1.3870 0.8982 3.8858
O -2.8626 2.5809 2.6048
O -1.1279 1.1660 1.3730
H -5.3302 0.5542 1.4297
H -3.9568 0.5394 0.4305
H -4.1411 1.8165 1.6152
H -5.0390 -0.9215 3.4036
H -4.5487 0.6668 4.0648
H -3.5236 -0.7571 4.2730
H -1.3644 -2.4383 2.3203
H -1.5612 1.5718 4.5427
C 0.8572 0.5564 -3.2610
Si -0.4322 1.9071 -2.8406
C 0.2987 3.1476 -1.5832
C -0.8404 2.8386 -4.4718
C -1.8898 1.0812 -2.0428
H 1.7972 0.9780 -3.5993
H 0.5005 -0.0981 -4.0512
H 1.0523 -0.0495 -2.3749
H 1.2820 3.5099 -1.8650
H 0.3766 2.6706 -0.6081
H -0.3418 4.0162 -1.4716
H 0.0492 3.2874 -4.9046
H -1.5588 3.6318 -4.2947
H -1.2665 2.1666 -5.2119
H -2.4089 0.2895 -2.5650
H -2.5732 1.7231 -1.5007
C 4.1455 -0.5716 1.7265
Si 2.7683 0.3657 0.7628
C 2.1021 1.7378 1.9051
C 3.5878 1.1489 -0.7682
C 1.4353 -0.8688 0.3307
Si 1.5821 -2.4991 -0.5653
C 2.7387 -2.4854 -2.0866
C -0.1684 -3.0197 -1.1499
C 2.2529 -3.8417 0.6364
H 4.9005 0.1137 2.0989
H 4.6401 -1.2992 1.0923
H 3.7358 -1.1044 2.5784
H 2.6234 2.6805 1.7704
H 2.1971 1.4568 2.9499
H 1.0481 1.9148 1.7205
H 4.3992 1.8060 -0.4713
H 2.8770 1.7313 -1.3396
H 4.0013 0.3962 -1.4276
H 0.7322 -0.9464 1.1580
H 2.2145 -2.2134 -2.9958
H 3.1736 -3.4685 -2.2384
H 3.5547 -1.7850 -1.9535
H -0.6772 -2.1807 -1.6407
H -0.7878 -3.3306 -0.3138
H -0.1383 -3.8437 -1.8564
H 3.2926 -3.6407 0.8767
H 2.1960 -4.8384 0.2061
H 1.6972 -3.8448 1.5702
```

2S+1: 6
⟨S²⟩: 8.76
Lowest unoccupied orbital energy (spin up / spin down) (Eh): 0.012 / -0.079
Total energy (eV): -104477.1661



Here is a cluster of 5 separate species, C13H38IO13P2S6 in total at a distorted geometry from the Open Molecules 2025 dataset. Energies are from ωB97M-V with the def2-TZVPD basis set.

Structure (XYZ):
```
73
Properties=species:S:1:pos:R:3
C -4.4312 -1.6362 5.5055
P -4.4354 -1.8800 3.6517
O -5.5068 -0.7158 3.1733
S -2.3919 -1.3895 3.1551
I -1.7247 -3.1765 1.6314
P -2.1560 0.4114 1.9938
S -3.5739 1.7092 2.1757
H -4.0130 -0.6508 5.7298
H -3.7462 -2.3889 5.9029
H -5.4307 -1.7545 5.9160
H -5.5003 -0.6013 2.2200
H -1.8480 0.0182 0.6552
H -0.9492 0.9907 2.4927
O 0.7262 0.7071 4.6592
S 1.2581 0.7704 5.9951
O 2.2411 1.7491 6.3510
O 1.7880 -0.6876 6.4060
C 2.7665 -1.3198 5.5590
C 4.1452 -0.7009 5.6961
C -0.0709 0.8644 7.1543
H 2.4273 -1.3035 4.5200
H 2.8037 -2.3626 5.8712
H 4.1567 0.3281 5.3392
H 4.8755 -1.2651 5.1160
H 4.4550 -0.6865 6.7410
H -0.8096 0.1047 6.9116
H -0.5041 1.8586 7.0656
H 0.3272 0.7194 8.1550
O -4.6695 -2.1753 -0.7083
S -5.7578 -3.1185 -0.7390
O -5.5229 -4.5140 -0.9700
O -6.8763 -2.5883 -1.7533
C -6.4895 -2.3144 -3.1159
C -6.2570 -3.5785 -3.9226
C -6.7143 -2.9578 0.7372
H -5.6098 -1.6669 -3.1309
H -7.3124 -1.7509 -3.5521
H -5.4026 -4.1399 -3.5463
H -6.0630 -3.3330 -4.9666
H -7.1268 -4.2333 -3.8668
H -6.9299 -1.9067 0.9094
H -6.1189 -3.3657 1.5525
H -7.6314 -3.5298 0.6241
O 1.4842 1.5212 -2.4934
S 1.2896 0.5435 -3.5261
O 0.1379 0.5954 -4.3823
O 1.3621 -0.9203 -2.8538
C 0.4781 -1.1863 -1.7653
C -0.9615 -1.3696 -2.2151
C 2.7411 0.4211 -4.5208
H 0.5620 -0.3919 -1.0169
H 0.8357 -2.1059 -1.3012
H -1.3667 -0.4492 -2.6345
H -1.5939 -1.6594 -1.3729
H -1.0280 -2.1341 -2.9891
H 3.6107 0.3457 -3.8738
H 2.7982 1.3258 -5.1218
H 2.6523 -0.4500 -5.1652
O 5.3688 2.5820 -5.0190
S 6.6216 3.1179 -4.5639
O 7.1153 2.8249 -3.2484
O 6.6103 4.7084 -4.7806
C 5.5445 5.4667 -4.1834
C 5.6944 5.5997 -2.6789
C 7.8853 2.7382 -5.7366
H 4.5800 5.0270 -4.4479
H 5.5861 6.4538 -4.6414
H 5.6014 4.6341 -2.1833
H 4.9250 6.2591 -2.2762
H 6.6759 6.0018 -2.4266
H 7.5303 2.9859 -6.7334
H 8.0848 1.6717 -5.6587
H 8.7780 3.3043 -5.4844
```

Lowest unoccupied orbital energy (Eh): -0.215
Charge: +1
Total energy (eV): -132395.9555



Here is a structure of composition C13H40AlBr2ClO7P at a distorted geometry from the Open Molecules 2025 dataset. Energies are from ωB97M-V with the def2-TZVPD basis set.

Structure (XYZ):
```
65
Properties=species:S:1:pos:R:3
C -0.3252 -0.2699 4.4043
Al -0.5237 -1.5192 2.7469
Br -2.7579 -2.4152 2.4895
Br 1.0333 -3.4186 2.8823
P 0.2109 -0.2480 0.9224
O 1.9577 -0.1696 1.0836
Cl -0.5116 1.7325 1.1794
H -1.2567 -0.3083 5.1199
H 0.6420 -0.6526 4.9872
H -0.0602 0.8421 4.0798
H 2.1286 0.1175 2.0370
C 0.3767 3.2687 7.9719
C -0.4411 3.2408 6.6973
O -0.7957 1.9035 6.3776
H 1.2840 2.6660 7.8601
H 0.6620 4.2924 8.2298
H -0.1896 2.8399 8.8050
H 0.1363 3.6498 5.8629
H -1.3566 3.8306 6.8053
H -1.3152 1.5523 7.1210
C -4.1101 4.2224 2.6606
C -3.2498 5.1983 1.8849
O -1.8966 5.0888 2.3011
H -4.0407 4.4185 3.7356
H -5.1574 4.2974 2.3548
H -3.7692 3.1942 2.5018
H -3.5800 6.2258 2.0637
H -3.3037 5.0005 0.8100
H -1.6104 4.1752 2.1303
C -1.5022 -4.1644 -1.8585
C -1.6641 -2.6706 -2.0491
O -0.7687 -1.9729 -1.1959
H -1.6966 -4.4428 -0.8175
H -2.1889 -4.7168 -2.5060
H -0.4772 -4.4751 -2.0850
H -2.6835 -2.3611 -1.8006
H -1.4587 -2.3825 -3.0847
H 0.1341 -2.2483 -1.4303
C 1.1845 -2.9934 -6.2041
C 1.2253 -2.1700 -4.9335
O 1.2719 -3.0264 -3.8018
H 0.3102 -3.6526 -6.2075
H 1.1438 -2.3479 -7.0859
H 2.0679 -3.6359 -6.2779
H 0.3304 -1.5459 -4.8528
H 2.1037 -1.5176 -4.9166
H 2.0744 -3.5703 -3.8787
C 1.6136 -6.5322 -9.0558
C 1.4517 -5.0383 -9.2464
O 2.3471 -4.3407 -8.3932
H 1.4192 -6.8105 -8.0148
H 0.9268 -7.0845 -9.7033
H 2.6386 -6.8428 -9.2823
H 0.4322 -4.7288 -8.9979
H 1.6570 -4.7502 -10.2819
H 3.2499 -4.6160 -8.6276
C 1.2214 5.1437 3.5871
C 2.5185 4.6611 2.9717
O 2.4944 3.2479 2.8354
H 1.0667 4.6838 4.5686
H 1.2257 6.2311 3.7031
H 0.3674 4.8590 2.9639
H 3.3671 4.9284 3.6083
H 2.6741 5.1065 1.9843
H 1.7425 3.0215 2.2616
```

Lowest unoccupied orbital energy (Eh): 0.070
Charge: -1
Total energy (eV): -196960.2388